(1)
The following is a quantum chemistry calculation of a structure of composition C20H32Cl4N7O4RuSSi in a non-equilibrium geometry, from the Open Molecules 2025 dataset.

Expectation value of S²: 6.0322
Total charge: +1
Orbital gap (alpha / beta): 0.249 / 0.227 Eh
Multiplicity: 5
Energy above the lowest of the compared OMol25 structures with the same formula, charge and spin: 10.81 kcal/mol

The geometry in XYZ format:
```
70
Properties=species:S:1:pos:R:3:mulliken_charge:R:1
Ru -0.13279 -0.41215 -0.09607 0.632
N -1.75433 -2.56710 0.35513 -0.369
N -1.20649 -3.39396 1.33729 -0.340
C 0.03490 -3.14490 1.78415 0.382
N 0.56179 -3.87814 2.76002 -0.365
N 0.66388 -2.11131 1.21085 -0.113
N 1.95646 -1.85270 1.38232 1.059
O 2.34481 -0.84902 0.78376 -0.807
O 2.68794 -2.57123 2.03897 -0.814
H -2.72624 -2.32545 0.53663 0.358
H -1.66662 -2.96137 -0.58247 0.298
H -1.75025 -4.15505 1.73844 0.161
H 0.06550 -4.64706 3.17649 0.179
H 1.54086 -3.72362 2.99745 0.218
Cl -1.19294 2.84986 -6.07569 -0.160
C -1.45913 1.84371 -4.71696 0.682
C -2.47152 0.86429 -4.76127 0.129
Cl -3.38534 0.67255 -6.19661 -0.157
C -2.72614 0.07203 -3.65595 0.360
Cl -3.95620 -1.12446 -3.69046 -0.186
C -1.96161 0.18777 -2.47178 -0.155
O -2.15841 -0.49375 -1.42786 -0.589
C -0.86056 1.15809 -2.46332 -0.276
O -0.12730 1.20054 -1.42062 0.001
C -0.67144 1.98848 -3.58461 -0.138
Cl 0.58629 3.16446 -3.54558 -0.171
C 1.89650 -3.27051 -4.57814 -0.811
N 2.64379 -2.53571 -3.59787 0.257
C 4.00228 -2.36105 -3.58941 -0.220
C 4.31827 -1.63850 -2.48984 -0.607
N 3.14558 -1.37255 -1.83325 0.367
C 2.12197 -1.92097 -2.51508 -0.234
S 0.47725 -1.88003 -2.14712 -0.505
H 2.57275 -3.62970 -5.35220 0.314
H 1.13189 -2.63362 -5.02620 0.313
H 1.39888 -4.12088 -4.10777 0.327
H 4.61701 -2.76042 -4.36695 0.424
H 5.26062 -1.29296 -2.12482 0.494
H 3.04139 -0.87604 -0.95071 0.145
C 0.91772 0.29650 3.30849 -1.353
Si -0.15491 1.02569 1.85959 0.781
C -2.03951 0.96028 2.47249 2.455
C -2.36406 -0.38141 3.12675 -1.691
C -2.22277 2.04949 3.52463 -1.985
C -2.98538 1.19713 1.29746 -1.758
C 0.68933 2.75675 1.40264 2.323
C 1.04109 3.49050 2.69796 -1.910
C -0.21226 3.64707 0.55155 -1.600
C 1.96951 2.46427 0.61884 -1.698
H 0.70817 0.83929 4.22493 0.468
H 1.97934 0.40291 3.10324 0.324
H 0.71222 -0.75337 3.50290 0.248
H -1.74309 -0.54478 4.00414 0.315
H -2.20942 -1.19851 2.42846 0.027
H -3.40625 -0.38357 3.44451 0.569
H -1.52598 1.92358 4.35018 0.394
H -3.23168 1.99142 3.93311 0.521
H -2.08978 3.03907 3.09881 0.349
H -2.80666 0.47716 0.49664 0.217
H -2.86297 2.19706 0.88876 0.326
H -4.01849 1.09662 1.62673 0.523
H 0.16245 3.67991 3.30655 0.333
H 1.48446 4.45338 2.45209 0.568
H 1.76357 2.93590 3.28740 0.342
H -1.14072 3.88813 1.06040 0.321
H -0.44425 3.17473 -0.39880 0.062
H 0.30038 4.58552 0.34521 0.558
H 2.67613 1.88714 1.20748 0.338
H 2.44867 3.39770 0.33376 0.546
H 1.74185 1.90688 -0.28979 0.005
```

(2)
The following is a quantum chemistry calculation of a structure of composition C9H12NOP in a non-equilibrium geometry, from the Open Molecules 2025 dataset.

Orbital gap: 0.306 Eh
Energy above the lowest of the compared OMol25 structures with the same formula, charge and spin: 4.62 kcal/mol

The geometry in XYZ format:
```
24
Properties=species:S:1:pos:R:3:mulliken_charge:R:1
C -1.75385 -3.19316 0.94390 -0.531
C -0.43500 -2.96502 1.30033 -0.594
C -2.47989 -2.17020 0.35639 -0.706
C 0.15845 -1.74157 1.06438 -0.372
C -1.89733 -0.94355 0.11837 -0.491
C -0.56039 -0.70895 0.45693 1.030
C 1.55330 1.01147 1.00484 -0.462
C 1.67320 2.37314 0.39639 -0.394
C -0.32779 1.87158 -2.15447 -0.962
N 0.02946 0.46838 0.08171 -0.022
O 0.37879 2.92958 0.25679 -0.319
P -0.78042 1.92338 -0.33814 -0.069
H -2.20416 -4.15645 1.12762 0.371
H 0.13874 -3.75385 1.76553 0.350
H -3.51305 -2.33093 0.08382 0.356
H 1.18625 -1.57883 1.34928 0.259
H -2.46512 -0.14386 -0.33863 0.298
H 2.31190 0.29245 0.73972 0.348
H 1.23491 0.99250 2.03793 0.345
H 2.22883 3.05324 1.04854 0.335
H 2.17425 2.32122 -0.57495 0.259
H -0.61625 2.80811 -2.62768 0.360
H -0.87534 1.05548 -2.62263 0.311
H 0.73995 1.70270 -2.29224 0.299
```

(3)
The following is a quantum chemistry calculation of an isolated molecule of C4H7F3 in a non-equilibrium geometry, from the Open Molecules 2025 dataset.

Orbital gap: 0.430 Eh
SMILES string: FCC[C@@H](F)CF
Energy above the lowest of the compared OMol25 structures with the same formula, charge and spin: 99.03 kcal/mol

The geometry in XYZ format:
```
14
Properties=species:S:1:pos:R:3:mulliken_charge:R:1
C 1.45320 0.58743 -0.70968 -0.234
C 0.33518 1.06482 0.29934 -0.750
C -0.91644 -0.00488 0.38209 0.398
C -0.98600 -1.47378 0.20649 -0.381
H 0.97828 0.37439 -1.77729 0.265
H 1.99310 1.58275 -0.71241 0.276
H 0.68770 1.49737 1.44286 0.325
H 0.09205 2.10034 -0.11551 0.339
H -1.21271 0.26153 1.38239 0.167
H -2.19528 -1.79710 0.02541 0.244
H -0.73796 -2.17996 1.11637 0.270
F 2.38342 -0.37039 -0.12852 -0.305
F -1.79770 0.27889 -0.50752 -0.296
F -0.07683 -1.92139 -0.90401 -0.316
```

(4)
The following is a quantum chemistry calculation of a structure of composition C5H9NO in a non-equilibrium geometry, from the Open Molecules 2025 dataset.

Orbital gap: 0.361 Eh
Energy above the lowest of the compared OMol25 structures with the same formula, charge and spin: 87.32 kcal/mol

The geometry in XYZ format:
```
16
Properties=species:S:1:pos:R:3:mulliken_charge:R:1
C 0.33774 -1.29637 -1.02480 -1.652
C -0.00821 -0.25906 0.03497 1.619
C -1.04515 -0.64547 1.00200 -1.385
C 1.19568 0.59589 0.57566 -0.769
N 0.64442 1.75686 -0.15166 -0.162
C -0.44080 1.09126 -0.54884 0.161
O -1.52983 1.53443 -1.01835 -0.668
H -0.57229 -1.63748 -1.53297 0.320
H 0.81052 -2.16913 -0.55937 0.382
H 1.01525 -0.88905 -1.78548 0.427
H -1.20986 -1.70289 1.17104 0.337
H -2.20150 0.03426 -0.10859 0.243
H -1.11785 -0.10969 1.94375 0.316
H 1.16466 0.72984 1.66051 0.285
H 2.19579 0.30565 0.23902 0.307
H 0.78585 2.74568 0.02124 0.241
```